# 1
51
Properties=species:S:1:pos:R:3:mulliken_charge:R:1 method="wB97M-V/def2-TZVPD" multiplicity=1 charge=-2 total_energy_ha=-2670.3352 homo_ev=-0.04 fmax_ev_per_a=0.6 homo_lumo_gap_ev=4.3055 lumo_energy_ev=4.3
Pd -2.32 0.99 0.71 0.00
S -2.25 0.14 3.04 -0.39
S -2.14 3.28 0.12 -0.45
S -3.11 -1.17 0.05 -0.45
P 2.05 0.07 -0.38 0.12
O 0.99 0.58 -1.26 -0.82
N 2.98 -1.09 -1.15 0.30
N 1.64 -0.69 1.04 0.30
N -1.75 1.64 -2.11 0.02
N -3.91 1.96 -1.62 0.23
N -3.70 -4.54 1.37 -0.64
N 3.08 1.32 0.01 0.31
N -2.65 -3.05 4.85 -0.63
C 0.46 -1.57 0.88 -0.68
C -5.10 1.91 -0.80 -0.97
C 1.46 0.17 2.22 -0.76
C -2.61 2.01 -1.03 -0.53
C 2.89 -1.20 -2.59 -1.09
C -2.68 -2.38 3.91 -0.06
C -3.06 -2.04 1.55 0.58
C 4.37 1.09 0.61 -0.90
C 3.53 -2.27 -0.51 -1.14
C -3.82 1.24 -2.81 -0.32
C -2.52 1.04 -3.10 -0.57
C -3.42 -3.43 1.47 -0.10
C 2.52 2.64 0.23 -0.92
C -2.70 -1.52 2.76 0.35
H 0.62 0.86 2.11 0.23
H 3.88 -1.21 -3.05 0.32
H -5.77 2.75 -1.02 0.25
H -5.63 0.97 -0.94 0.35
H 0.53 -2.12 -0.05 0.33
H 0.42 -2.27 1.72 0.32
H -0.85 1.28 -1.83 0.42
H 4.74 0.10 0.35 0.20
H -0.46 -0.97 0.90 -0.01
H -4.69 0.98 -3.38 0.40
H 3.48 -2.16 0.57 0.37
H 3.13 3.40 -0.27 0.31
H 4.57 -2.41 -0.81 0.32
H 2.97 -3.17 -0.79 0.37
H -2.09 0.55 -3.95 0.37
H 2.32 -0.36 -2.99 0.32
H 1.22 -0.47 3.07 0.36
H 4.34 1.17 1.71 0.30
H 5.09 1.83 0.25 0.32
H 2.37 -2.12 -2.88 0.30
H 1.50 2.69 -0.18 0.20
H 2.38 0.71 2.45 0.17
H 2.48 2.89 1.30 0.33
H -4.80 1.98 0.25 0.35

=====

# 2
43
Properties=species:S:1:pos:R:3:lowdin_spin:R:1 method="wB97M-V/def2-TZVPD" multiplicity=2 charge=+2 total_energy_ha=-1461.2664 homo_ev="-15.34 / -15.87" fmax_ev_per_a=0.5 homo_lumo_gap_ev="7.7378 / 7.7040" lumo_energy_ev="-7.6 / -8.2"
Tc -0.18 0.93 -0.01 0.80
P 1.73 -0.01 -1.01 0.03
P -0.98 -1.19 -0.57 0.00
O -3.05 1.21 -1.35 -0.01
O -1.36 2.59 -0.69 0.06
C 3.21 0.23 -0.01 0.00
C 0.59 -0.70 2.68 0.03
C 1.09 2.00 3.36 -0.01
C 1.37 0.98 4.24 0.04
C 0.28 0.33 1.79 0.00
C 0.40 -2.38 -0.53 0.00
C -3.94 2.36 -1.69 0.00
C -2.27 -1.80 0.53 0.00
C 0.53 1.67 2.11 0.05
C 1.56 -1.80 -1.34 0.00
C -1.62 -1.43 -2.25 0.00
C 1.12 -0.36 3.90 0.00
C -1.89 1.49 -0.90 -0.01
C 2.04 0.81 -2.60 0.02
H 2.23 1.87 -2.44 0.00
H 4.07 -0.19 -0.55 0.00
H 2.93 0.37 -3.06 0.00
H 0.29 2.52 1.44 0.00
H -0.87 -1.16 -3.00 0.00
H 2.49 -2.31 -1.11 0.00
H -2.46 -2.85 0.33 0.00
H 1.39 -1.93 -2.41 0.00
H 1.19 0.69 -3.27 0.00
H -2.51 -0.83 -2.42 0.00
H 3.39 1.29 0.16 0.00
H -4.87 1.90 -1.97 0.00
H -3.19 -1.23 0.37 0.00
H 0.06 -3.34 -0.93 0.00
H -3.48 2.90 -2.52 0.00
H -4.04 2.98 -0.81 0.00
H 1.36 -1.14 4.62 0.00
H 0.68 -2.55 0.51 0.00
H 1.79 1.21 5.21 0.00
H -1.97 -1.67 1.57 0.00
H 3.10 -0.27 0.95 0.00
H 1.27 3.03 3.62 0.00
H 0.41 -1.74 2.44 0.00
H -1.88 -2.48 -2.39 0.00

=====

# 3
43
Properties=species:S:1:pos:R:3:lowdin_spin:R:1 method="wB97M-V/def2-TZVPD" multiplicity=2 charge=+2 total_energy_ha=-1461.2554 homo_ev="-15.16 / -15.74" fmax_ev_per_a=0.7 homo_lumo_gap_ev="7.3386 / 7.2316" lumo_energy_ev="-7.8 / -8.5"
Tc -0.17 0.57 -0.51 0.74
P 0.05 -0.35 1.66 0.03
P 1.80 -0.62 -0.87 0.00
O 0.38 3.45 0.64 0.00
O 0.47 2.44 -1.41 0.05
C -4.00 -1.55 -1.87 0.07
C -2.71 -1.96 -2.16 -0.01
C -0.07 0.80 3.04 0.00
C 3.15 0.58 -0.76 0.01
C 0.74 4.80 0.15 0.00
C -4.25 -0.50 -0.98 0.00
C -3.20 0.14 -0.34 0.04
C 0.29 2.50 -0.19 0.00
C 2.05 -1.81 0.48 0.00
C -1.91 -0.28 -0.64 0.00
C -1.64 -1.32 -1.53 0.06
C 1.98 -1.47 -2.45 0.00
C -1.12 -1.68 2.03 0.02
C 1.70 -1.13 1.79 0.00
H -3.39 0.95 0.36 0.00
H -5.26 -0.20 -0.78 0.00
H -0.62 -1.65 -1.74 0.00
H 1.41 -2.67 0.29 0.00
H -2.13 -1.30 1.97 0.00
H 3.08 -2.17 0.46 0.00
H -1.09 1.20 3.09 0.00
H 3.07 1.29 -1.58 0.00
H -4.83 -2.04 -2.36 0.00
H 1.71 -1.83 2.62 0.00
H 1.55 5.14 0.79 0.00
H 2.96 -1.96 -2.48 0.00
H -1.01 -2.49 1.31 0.00
H 1.21 -2.22 -2.59 0.00
H 0.62 1.64 2.89 0.00
H -0.94 -2.07 3.04 0.00
H 1.05 4.74 -0.89 0.00
H -2.53 -2.78 -2.84 0.00
H 3.11 1.12 0.18 0.00
H 1.92 -0.74 -3.26 0.00
H 2.43 -0.34 2.03 0.00
H 0.16 0.30 3.98 0.00
H 4.11 0.06 -0.83 0.00
H -0.14 5.42 0.27 0.00

=====

Copy entry 2 word for word.
43
Properties=species:S:1:pos:R:3:lowdin_spin:R:1 method="wB97M-V/def2-TZVPD" multiplicity=2 charge=+2 total_energy_ha=-1461.2664 homo_ev="-15.34 / -15.87" fmax_ev_per_a=0.5 homo_lumo_gap_ev="7.7378 / 7.7040" lumo_energy_ev="-7.6 / -8.2"
Tc -0.18 0.93 -0.01 0.80
P 1.73 -0.01 -1.01 0.03
P -0.98 -1.19 -0.57 0.00
O -3.05 1.21 -1.35 -0.01
O -1.36 2.59 -0.69 0.06
C 3.21 0.23 -0.01 0.00
C 0.59 -0.70 2.68 0.03
C 1.09 2.00 3.36 -0.01
C 1.37 0.98 4.24 0.04
C 0.28 0.33 1.79 0.00
C 0.40 -2.38 -0.53 0.00
C -3.94 2.36 -1.69 0.00
C -2.27 -1.80 0.53 0.00
C 0.53 1.67 2.11 0.05
C 1.56 -1.80 -1.34 0.00
C -1.62 -1.43 -2.25 0.00
C 1.12 -0.36 3.90 0.00
C -1.89 1.49 -0.90 -0.01
C 2.04 0.81 -2.60 0.02
H 2.23 1.87 -2.44 0.00
H 4.07 -0.19 -0.55 0.00
H 2.93 0.37 -3.06 0.00
H 0.29 2.52 1.44 0.00
H -0.87 -1.16 -3.00 0.00
H 2.49 -2.31 -1.11 0.00
H -2.46 -2.85 0.33 0.00
H 1.39 -1.93 -2.41 0.00
H 1.19 0.69 -3.27 0.00
H -2.51 -0.83 -2.42 0.00
H 3.39 1.29 0.16 0.00
H -4.87 1.90 -1.97 0.00
H -3.19 -1.23 0.37 0.00
H 0.06 -3.34 -0.93 0.00
H -3.48 2.90 -2.52 0.00
H -4.04 2.98 -0.81 0.00
H 1.36 -1.14 4.62 0.00
H 0.68 -2.55 0.51 0.00
H 1.79 1.21 5.21 0.00
H -1.97 -1.67 1.57 0.00
H 3.10 -0.27 0.95 0.00
H 1.27 3.03 3.62 0.00
H 0.41 -1.74 2.44 0.00
H -1.88 -2.48 -2.39 0.00